This record from OMol25 describes a 2-piece molecular cluster, C8H9N2O3 overall. The level of theory is ωB97M-V with the def2-TZVPD basis set.

Summary:
total charge: -1
energy above the lowest of the compared OMol25 structures with the same formula, charge and spin: 53.10 kJ/mol
DFT total energy: -17564.00268 eV
highest occupied orbital energy: -4.81 eV
frontier orbital gap: 8.404 eV

Each line ends with the natural charge from an NBO analysis.
Geometry (Å):
C 0.9604 -2.1335 1.7515  -0.2397
C 0.8599 -2.8569 0.5207  -0.2335
C 1.3886 -0.7855 1.7475  -0.2226
C 1.1790 -2.3587 -0.6943  -0.1948
C 1.5467 -0.2550 0.4663  -0.2296
C 1.5157 -0.9397 -0.7046  -0.0779
C 1.8447 -0.2249 -2.0236  0.7565
C -1.6752 1.7759 -0.5708  0.2344
N -3.7753 2.5183 0.4657  -0.6510
N -2.3809 2.6649 0.1555  -0.5069
O 1.0183 0.6820 -2.3603  -0.7928
O 2.8438 -0.6630 -2.6476  -0.7293
O -0.4199 2.0714 -0.5438  -0.7231
H 0.6933 -2.5753 2.7161  0.1930
H 0.4977 -3.9004 0.6030  0.1895
H 1.2987 -0.2243 2.6927  0.2062
H 1.1558 -2.8918 -1.5803  0.2149
H 1.6219 0.9012 0.3583  0.2149
H -4.2631 2.4538 -0.3852  0.3363
H -3.9903 1.5566 0.8123  0.3471
H -2.0464 3.5879 0.4170  0.3616
H 0.1268 1.5970 -1.1960  0.5469